# 1
Molecular formula: C4H7NO2
Method: DFT, ωB97M-V/def2-TZVPD

HOMO-LUMO gap: 10.41 eV
HOMO energy: -9.65 eV
maximum force: 0.012 hartree/bohr
relative energy (zero: lowest compared OMol25 entry of this formula, charge and spin): 80.4 kcal/mol
SMILES: O/N=C1/CC[C@H]1O
lowest unoccupied orbital energy: 0.76 eV

```
! RIJCOSX wB97M-V def2-TZVPD def2/J DEFGRID3
* xyz 0 1
O -1.467 -1.352 1.528
N -0.589 -0.256 1.809
C -0.226 0.237 0.702
C 0.714 1.360 0.341
C 0.862 0.677 -1.049
C -0.342 -0.239 -0.734
O -0.121 -1.601 -0.979
H -0.938 -2.122 1.771
H 1.613 1.454 0.955
H 0.210 2.330 0.297
H 1.778 0.086 -1.127
H 0.759 1.316 -1.928
H -1.270 0.116 -1.205
H -0.939 -2.058 -0.741
*
```

---

# 2
Molecular formula: C4H7NO2
Method: DFT, ωB97M-V/def2-TZVPD

HOMO-LUMO gap: 10.74 eV
HOMO energy: -10.07 eV
maximum force: 0.028 hartree/bohr
relative energy (zero: lowest compared OMol25 entry of this formula, charge and spin): 57.0 kcal/mol
lowest unoccupied orbital energy: 0.66 eV

```
! RIJCOSX wB97M-V def2-TZVPD def2/J DEFGRID3
* xyz 0 1
C -1.385 -1.138 0.076
C -0.506 -0.768 -1.092
C -0.028 1.861 0.162
N 0.822 1.533 1.042
C 2.678 -0.613 0.487
O 2.648 -1.594 1.058
O 0.612 -1.198 -1.253
H -0.842 -0.970 1.012
H -1.622 -2.205 0.012
H -2.317 -0.567 0.080
H -0.943 -0.071 -1.840
H -1.090 1.710 0.379
H 0.213 2.279 -0.822
H 1.769 1.705 0.700
*
```

---

# 3
Molecular formula: C4H7NO2
Method: DFT, ωB97M-V/def2-TZVPD

HOMO-LUMO gap: 8.23 eV
HOMO energy: -8.74 eV
maximum force: 0.013 hartree/bohr
relative energy (zero: lowest compared OMol25 entry of this formula, charge and spin): 127.5 kcal/mol
lowest unoccupied orbital energy: -0.51 eV

```
! RIJCOSX wB97M-V def2-TZVPD def2/J DEFGRID3
* xyz 0 1
O -0.448 -0.042 -1.510
C -1.031 -0.275 0.511
C -0.005 -1.328 0.609
N 0.812 -0.085 0.447
C -0.208 0.769 1.137
C 0.970 0.410 -0.995
O 1.140 1.640 -1.097
H -0.760 0.776 -1.930
H -1.983 -0.237 -0.001
H 0.178 -1.796 1.579
H 0.036 -2.033 -0.223
H -0.069 0.755 2.221
H -0.283 1.776 0.718
H 1.649 -0.329 -1.466
*
```